# 1
Entry from the OMol25 dataset: a 2-piece molecular cluster, C35H41BO4S overall in a non-equilibrium geometry (the ωB97M-V functional and the def2-TZVPD basis).

## Properties
2S+1   1
E   -56660.29216 eV
Energy relative to the best compared isomer or geometry (same formula, charge and spin)   19.0 kcal/mol
Gap between HOMO and LUMO   3.4 eV
Charge   0

Cartesian coordinates (Å):
S (-0.145, -1.901, 8.961)
O (-6.033, -0.160, -1.941)
O (5.857, -2.394, 0.533)
O (-0.339, -3.425, 5.351)
O (1.106, -1.709, 6.189)
C (2.081, -0.896, 1.610)
C (2.247, -3.652, 7.038)
C (0.774, -0.438, 2.044)
C (3.282, -0.491, 2.261)
C (-4.832, 0.885, -0.163)
C (0.948, -3.617, 4.786)
C (-3.782, 0.870, 0.727)
C (-6.088, -1.228, -2.923)
C (4.517, -0.921, 1.833)
C (-1.276, -0.952, 5.556)
C (5.962, -3.477, -0.428)
C (-2.386, -1.230, 4.763)
C (4.632, -1.853, 0.768)
C (-0.800, -3.043, 11.484)
C (-3.146, 1.083, 4.962)
C (-0.809, -2.598, 7.516)
C (2.222, -1.829, 0.545)
C (1.257, -5.083, 4.586)
C (-2.706, -0.889, -0.561)
C (-1.626, -3.667, 7.819)
C (-1.073, 0.350, 6.011)
C (-2.003, 1.359, 5.722)
C (3.459, -2.243, 0.079)
C (3.203, -2.249, 5.195)
C (-4.164, 2.156, 4.686)
C (-4.875, -0.041, -1.236)
C (1.924, -2.816, 5.806)
C (-1.597, -0.043, 1.495)
C (-3.752, -0.872, -1.468)
C (0.891, -2.983, 3.422)
C (-2.690, -0.032, 0.569)
C (-0.962, -3.043, 10.007)
C (-1.707, -3.919, 9.239)
C (-0.334, -0.538, 1.193)
C (-3.325, -0.223, 4.483)
B (-0.244, -2.160, 6.033)
H (3.514, -2.930, -0.767)
H (0.677, 0.147, 2.967)
H (0.010, -3.337, 2.869)
H (1.347, -4.122, 7.456)
H (-1.348, -3.889, 11.909)
H (-2.166, -4.282, 7.104)
H (-2.540, -2.241, 4.386)
H (5.738, -3.101, -1.436)
H (-5.667, 1.571, -0.054)
H (-5.376, -1.047, -3.745)
H (-3.739, -1.543, -2.322)
H (0.775, -1.902, 3.567)
H (2.242, -5.177, 4.108)
H (0.256, -3.137, 11.762)
H (-2.270, -4.738, 9.680)
H (3.769, -3.009, 4.642)
H (-0.202, 0.583, 6.621)
H (-7.108, -1.202, -3.304)
H (3.846, -1.866, 5.998)
H (0.504, -5.505, 3.906)
H (-1.862, 2.370, 6.115)
H (2.974, -4.426, 6.764)
H (5.428, -0.630, 2.352)
H (2.692, -3.017, 7.815)
H (1.248, -5.631, 5.532)
H (-3.813, 3.117, 5.081)
H (-1.756, 0.401, 2.478)
H (-4.218, -0.454, 3.891)
H (-1.879, -1.579, -0.735)
H (1.322, -2.219, 0.063)
H (-5.881, -2.200, -2.448)
H (-1.199, -2.115, 11.914)
H (3.209, 0.199, 3.106)
H (5.303, -4.323, -0.178)
H (-3.752, 1.590, 1.546)
H (7.007, -3.786, -0.360)
H (2.982, -1.419, 4.515)
H (-5.131, 1.931, 5.157)
H (-4.343, 2.261, 3.608)
H (1.783, -3.168, 2.811)
H (-0.195, -0.987, 0.204)

***

# 2
Entry from the OMol25 dataset: C35H41BrN6O3Se2SiTl as an isolated structure in a non-equilibrium geometry (the ωB97M-V functional and the def2-TZVPD basis).

## Properties
2S+1   1
E   -265351.20955 eV
Energy relative to the best compared isomer or geometry (same formula, charge and spin)   18.6 kcal/mol
Gap between HOMO and LUMO   6.0 eV
Charge   -1

Cartesian coordinates (Å):
Tl (-1.615, -0.959, -2.652)
Br (5.564, 2.185, 2.272)
Se (-4.714, 1.103, -1.408)
Se (-0.773, -3.761, -0.514)
Si (-5.534, -0.654, -0.202)
O (0.174, 0.201, -1.223)
O (-2.564, 0.982, 0.487)
O (1.086, -0.327, -3.199)
N (1.859, -2.614, -0.704)
N (-1.905, 1.893, -3.437)
N (1.656, 5.769, -0.729)
N (-2.003, 1.892, -1.190)
N (0.648, -1.724, 0.882)
N (0.615, 5.395, -1.316)
C (-0.528, -1.242, 1.584)
C (2.710, -5.637, -0.821)
C (-2.007, -0.032, 4.015)
C (-1.492, 2.486, -2.333)
C (-2.815, 0.690, -1.003)
C (-0.578, 3.396, -4.698)
C (3.244, -4.464, -1.646)
C (3.980, -1.299, -0.263)
C (2.246, -3.340, -1.900)
C (-4.655, -2.249, -0.627)
C (-0.593, 3.571, -2.273)
C (-0.759, -1.960, 2.903)
C (0.632, -2.635, -0.120)
C (2.991, 5.267, 1.228)
C (-0.226, 3.821, 0.273)
C (2.671, -1.700, -0.046)
C (-0.969, 2.806, 0.875)
C (2.401, -0.161, 1.808)
C (2.671, -5.393, 0.685)
C (1.078, 0.260, -2.103)
C (4.494, -0.333, 0.591)
C (-0.053, 4.206, -1.041)
C (2.922, 3.659, -0.556)
C (1.899, -1.140, 0.968)
C (3.848, 2.882, 0.107)
C (-5.348, -0.325, 1.639)
C (-2.044, -1.493, 3.581)
C (-7.355, -0.771, -0.648)
C (-0.136, 3.990, -3.517)
C (-1.458, 2.348, -4.613)
C (-1.783, 1.985, 0.121)
C (4.321, 3.286, 1.349)
C (3.905, 4.476, 1.915)
C (2.468, 4.855, 0.008)
C (3.719, 0.222, 1.613)
H (4.194, 1.960, -0.338)
H (4.574, -1.712, -1.067)
H (-5.972, -1.003, 2.230)
H (-0.808, -3.033, 2.702)
H (1.792, 0.290, 2.581)
H (3.652, -5.081, 1.055)
H (0.584, 4.795, -3.554)
H (-0.208, 3.732, -5.657)
H (-2.239, -2.129, 4.449)
H (4.293, 4.793, 2.873)
H (4.148, -4.065, -1.173)
H (2.673, 6.218, 1.637)
H (-1.375, -1.388, 0.915)
H (2.541, 3.333, -1.516)
H (-2.882, -1.653, 2.895)
H (0.098, -1.794, 3.567)
H (-7.860, -1.489, 0.004)
H (3.555, -4.826, -2.630)
H (1.955, 0.903, -1.857)
H (-7.854, 0.194, -0.536)
H (1.948, -4.626, 0.959)
H (3.346, -6.505, -1.016)
H (5.515, 0.003, 0.461)
H (-5.632, 0.701, 1.877)
H (-4.573, -2.394, -1.707)
H (-5.211, -3.100, -0.220)
H (-4.307, -0.459, 1.939)
H (4.153, 0.974, 2.260)
H (-1.171, 0.149, 4.696)
H (-3.647, -2.277, -0.215)
H (-1.815, 1.827, -5.493)
H (1.323, -3.739, -2.321)
H (2.388, -6.304, 1.215)
H (-0.994, 2.691, 1.948)
H (-2.925, 0.253, 4.532)
H (2.642, -2.604, -2.604)
H (-7.478, -1.098, -1.682)
H (-1.895, 0.641, 3.163)
H (-0.399, -0.166, 1.699)
H (1.709, -5.898, -1.175)
H (0.266, 4.474, 0.984)

***

Repeat the first record exactly.
Entry from the OMol25 dataset: a 2-piece molecular cluster, C35H41BO4S overall in a non-equilibrium geometry (the ωB97M-V functional and the def2-TZVPD basis).

## Properties
2S+1   1
E   -56660.29216 eV
Energy relative to the best compared isomer or geometry (same formula, charge and spin)   19.0 kcal/mol
Gap between HOMO and LUMO   3.4 eV
Charge   0

Cartesian coordinates (Å):
S (-0.145, -1.901, 8.961)
O (-6.033, -0.160, -1.941)
O (5.857, -2.394, 0.533)
O (-0.339, -3.425, 5.351)
O (1.106, -1.709, 6.189)
C (2.081, -0.896, 1.610)
C (2.247, -3.652, 7.038)
C (0.774, -0.438, 2.044)
C (3.282, -0.491, 2.261)
C (-4.832, 0.885, -0.163)
C (0.948, -3.617, 4.786)
C (-3.782, 0.870, 0.727)
C (-6.088, -1.228, -2.923)
C (4.517, -0.921, 1.833)
C (-1.276, -0.952, 5.556)
C (5.962, -3.477, -0.428)
C (-2.386, -1.230, 4.763)
C (4.632, -1.853, 0.768)
C (-0.800, -3.043, 11.484)
C (-3.146, 1.083, 4.962)
C (-0.809, -2.598, 7.516)
C (2.222, -1.829, 0.545)
C (1.257, -5.083, 4.586)
C (-2.706, -0.889, -0.561)
C (-1.626, -3.667, 7.819)
C (-1.073, 0.350, 6.011)
C (-2.003, 1.359, 5.722)
C (3.459, -2.243, 0.079)
C (3.203, -2.249, 5.195)
C (-4.164, 2.156, 4.686)
C (-4.875, -0.041, -1.236)
C (1.924, -2.816, 5.806)
C (-1.597, -0.043, 1.495)
C (-3.752, -0.872, -1.468)
C (0.891, -2.983, 3.422)
C (-2.690, -0.032, 0.569)
C (-0.962, -3.043, 10.007)
C (-1.707, -3.919, 9.239)
C (-0.334, -0.538, 1.193)
C (-3.325, -0.223, 4.483)
B (-0.244, -2.160, 6.033)
H (3.514, -2.930, -0.767)
H (0.677, 0.147, 2.967)
H (0.010, -3.337, 2.869)
H (1.347, -4.122, 7.456)
H (-1.348, -3.889, 11.909)
H (-2.166, -4.282, 7.104)
H (-2.540, -2.241, 4.386)
H (5.738, -3.101, -1.436)
H (-5.667, 1.571, -0.054)
H (-5.376, -1.047, -3.745)
H (-3.739, -1.543, -2.322)
H (0.775, -1.902, 3.567)
H (2.242, -5.177, 4.108)
H (0.256, -3.137, 11.762)
H (-2.270, -4.738, 9.680)
H (3.769, -3.009, 4.642)
H (-0.202, 0.583, 6.621)
H (-7.108, -1.202, -3.304)
H (3.846, -1.866, 5.998)
H (0.504, -5.505, 3.906)
H (-1.862, 2.370, 6.115)
H (2.974, -4.426, 6.764)
H (5.428, -0.630, 2.352)
H (2.692, -3.017, 7.815)
H (1.248, -5.631, 5.532)
H (-3.813, 3.117, 5.081)
H (-1.756, 0.401, 2.478)
H (-4.218, -0.454, 3.891)
H (-1.879, -1.579, -0.735)
H (1.322, -2.219, 0.063)
H (-5.881, -2.200, -2.448)
H (-1.199, -2.115, 11.914)
H (3.209, 0.199, 3.106)
H (5.303, -4.323, -0.178)
H (-3.752, 1.590, 1.546)
H (7.007, -3.786, -0.360)
H (2.982, -1.419, 4.515)
H (-5.131, 1.931, 5.157)
H (-4.343, 2.261, 3.608)
H (1.783, -3.168, 2.811)
H (-0.195, -0.987, 0.204)